{
  "formula": "C26H31N2O",
  "method": "wB97M-V/def2-TZVPD",
  "species": ["C", "C", "C", "C", "C", "C", "C", "C", "C", "C", "C", "H", "H", "H", "H", "H", "H", "H", "H", "H", "H", "H", "H", "H", "H", "H", "C", "N", "C", "C", "C", "C", "N", "C", "C", "C", "C", "C", "C", "C", "C", "O", "C", "C", "H", "H", "H", "H", "H", "H", "H", "H", "H", "H", "H", "H", "H", "H", "H", "H"],
  "coordinates": [[-3.27376, 0.06579, 2.51613], [-2.05724, 0.87329, 2.65785], [-0.71672, 0.51934, 2.50669], [0.28343, 1.56573, 2.42293], [-0.11742, 3.00451, 2.35949], [1.63054, 1.24900, 2.37805], [2.08328, -0.07436, 2.38347], [3.54962, -0.36887, 2.37094], [1.12992, -1.09672, 2.40225], [-0.23534, -0.84305, 2.44025], [-1.16102, -2.00946, 2.41759], [-4.13145, 0.74888, 2.55998], [-3.32883, -0.49739, 1.57448], [-3.41747, -0.63251, 3.34631], [-2.26716, 1.93601, 2.76603], [0.76902, 3.64652, 2.39135], [-0.65302, 3.22405, 1.42756], [-0.77180, 3.28538, 3.19060], [2.36713, 2.05547, 2.31628], [3.72387, -1.44730, 2.36464], [4.04204, 0.06933, 1.49483], [4.03926, 0.05414, 3.25606], [1.47960, -2.13341, 2.36647], [-0.58286, -2.93700, 2.33800], [-1.77111, -2.07853, 3.32625], [-1.83165, -1.96849, 1.55312], [-0.29606, 2.70227, 10.79310], [0.15930, 1.96674, 9.62560], [1.49135, 2.38109, 9.21720], [-0.70381, 1.31177, 8.75441], [-1.72858, 1.98845, 8.05529], [-2.53726, 1.31957, 7.16047], [-2.41646, -0.03898, 6.94969], [-3.20051, -0.75887, 6.05564], [-4.46386, -0.29868, 5.61533], [-5.41532, -1.26245, 4.93676], [-6.44571, -0.70447, 4.16640], [-7.27569, -1.51432, 3.39343], [-7.16464, -2.90976, 3.46494], [-6.21920, -3.47727, 4.33129], [-5.36057, -2.65790, 5.07319], [-4.82047, 0.89872, 5.70118], [-1.45694, -0.72350, 7.66623], [-0.57536, -0.07869, 8.49226], [-1.28551, 2.36399, 11.10994], [0.41703, 2.52986, 11.61173], [-0.32132, 3.78541, 10.60065], [1.79989, 1.87388, 8.29899], [1.52413, 3.47204, 9.05392], [2.20188, 2.14816, 10.02142], [-1.87890, 3.05824, 8.18497], [-3.35466, 1.82034, 6.65506], [-2.90921, -1.80298, 5.93312], [-6.59690, 0.37380, 4.19462], [-8.00741, -1.04390, 2.73759], [-7.81248, -3.54375, 2.85486], [-6.14699, -4.56288, 4.41805], [-4.67006, -3.09711, 5.79588], [-1.50529, -1.80591, 7.53330], [0.19667, -0.66930, 8.98153]],
  "forces_ev_per_a": [[-0.83, 0.49, 0.12], [0.84, -0.19, -0.94], [0.00, 0.03, 0.13], [0.40, 0.11, 0.25], [0.07, 0.40, -0.02], [-0.38, 0.54, -0.11], [-0.18, 0.10, 0.08], [0.03, -0.29, -0.01], [-0.29, -0.26, -0.07], [0.28, -0.26, 0.02], [0.04, -0.56, -0.01], [0.13, -0.31, -0.03], [0.25, 0.07, 0.25], [0.18, -0.13, -0.02], [0.24, -0.15, 0.19], [-0.24, -0.13, 0.01], [0.08, -0.05, 0.16], [0.13, 0.02, -0.08], [-0.30, -0.24, 0.04], [0.05, 0.17, -0.01], [-0.17, -0.01, 0.12], [-0.14, -0.01, -0.12], [-0.21, 0.37, 0.04], [-0.15, 0.21, 0.03], [0.01, 0.12, -0.16], [0.05, 0.00, 0.18], [-0.19, 0.05, -0.24], [0.58, -0.13, 0.61], [-0.05, -0.18, 0.02], [-0.47, 0.06, -0.91], [0.61, -0.68, 0.49], [-0.24, -0.48, 0.18], [0.70, 0.78, 0.64], [-0.91, -0.85, -0.45], [0.11, 0.43, 0.15], [-0.30, -0.20, 0.11], [0.11, -0.16, -0.19], [0.08, -0.20, 0.22], [0.34, 0.21, 0.10], [-0.11, 0.19, -0.10], [0.01, 0.12, -0.22], [-0.03, -0.22, -0.06], [-0.44, 0.32, -0.52], [0.00, 0.45, 0.19], [0.14, 0.04, -0.06], [-0.22, 0.03, -0.11], [-0.11, -0.06, 0.09], [-0.04, 0.04, 0.16], [0.02, -0.19, -0.09], [0.01, 0.03, -0.24], [0.02, -0.25, 0.05], [0.17, -0.36, -0.21], [-0.10, 0.41, 0.21], [0.25, -0.22, -0.15], [0.05, -0.20, 0.22], [0.23, 0.19, 0.25], [-0.06, 0.33, 0.05], [-0.11, 0.03, -0.34], [0.29, 0.42, 0.05], [-0.22, 0.22, 0.05]],
  "relative_energy_ev": 2.064,
  "e_tot_ha": -1193.77027,
  "multiplicity": 1,
  "charge": 1,
  "gap_ha": 0.1555,
  "fmax_ev_per_a": 1.3
}